[1]
{"formula": "C13H17CaIN2", "method": "wB97M-V/def2-TZVPD", "elements": ["C", "C", "H", "H", "H", "H", "H", "H", "Ca", "C", "H", "H", "H", "I", "C", "C", "C", "C", "N", "C", "C", "C", "C", "C", "C", "N", "H", "H", "H", "H", "H", "H", "H", "H"], "coordinates": [[-0.068, -2.266, -2.935], [1.213, 1.511, -2.022], [0.158, -3.305, -2.512], [0.656, -1.932, -3.838], [-1.047, -2.762, -3.271], [1.893, 1.922, -1.323], [2.025, 1.080, -3.131], [0.905, 2.534, -2.335], [-0.202, -0.319, -1.615], [-2.340, 1.494, -2.500], [-1.986, 2.523, -2.436], [-3.032, 1.131, -1.724], [-2.361, 1.004, -3.480], [-2.789, -2.191, -0.749], [-1.768, 2.785, 1.665], [-1.303, 2.263, 2.866], [-0.473, 1.152, 2.824], [-0.191, 0.537, 1.575], [-0.713, 1.016, 0.456], [-1.446, 2.124, 0.467], [0.757, -0.652, 1.497], [1.288, -1.245, 2.637], [2.130, -2.323, 2.500], [2.478, -2.781, 1.213], [1.964, -2.103, 0.112], [1.109, -1.093, 0.268], [-2.392, 3.683, 1.624], [-1.563, 2.710, 3.817], [-0.030, 0.746, 3.720], [-1.806, 2.467, -0.509], [1.014, -0.839, 3.606], [2.529, -2.831, 3.388], [3.150, -3.652, 1.051], [2.240, -2.390, -0.907]], "mulliken_charge": [-1.18, -1.32, 0.35, 0.33, 0.37, 0.36, 0.01, 0.26, 1.30, -1.27, 0.32, 0.51, 0.48, -0.48, -0.92, -0.48, -0.88, 0.45, 0.45, 0.05, 0.70, -0.77, -0.41, -0.72, -0.18, -0.07, 0.37, 0.43, 0.29, 0.17, 0.29, 0.41, 0.33, 0.46], "gap_ev": [6.62, 5.03], "relative_energy_ev": 5.164, "e_lumo_ha": [-0.030, -0.085]}



[2]
{"formula": "C15H31BN9S3V", "method": "wB97M-V/def2-TZVPD", "elements": ["V", "C", "N", "C", "C", "N", "B", "N", "C", "C", "N", "C", "C", "S", "C", "S", "H", "H", "H", "H", "H", "H", "H", "H", "H", "H", "H", "H", "N", "C", "C", "C", "N", "H", "H", "H", "H", "H", "H", "H", "H", "H", "H", "C", "C", "N", "H", "H", "H", "C", "N", "C", "N", "S", "H", "H", "H", "H", "H", "H"], "coordinates": [[-1.508, -0.385, -0.547], [-0.628, -2.728, 1.413], [0.512, -2.001, 1.931], [1.065, -2.122, 3.184], [1.864, -1.040, 3.360], [1.778, -0.251, 2.239], [2.161, 1.281, 2.193], [1.370, 1.959, 3.363], [1.941, 2.962, 4.122], [1.024, 3.405, 5.005], [-0.116, 2.660, 4.792], [-1.355, 2.785, 5.543], [0.097, 1.786, 3.783], [-1.113, 0.660, 3.286], [0.966, -0.853, 1.390], [0.667, -0.344, -0.253], [-0.857, -3.567, 2.063], [-0.433, -3.095, 0.407], [-1.499, -2.048, 1.435], [0.835, -2.946, 3.835], [2.461, -0.752, 4.207], [3.333, 1.414, 2.406], [1.809, 1.713, 1.122], [2.961, 3.268, 3.970], [1.082, 4.161, 5.767], [-1.170, 3.421, 6.404], [-1.686, 1.804, 5.874], [-2.135, 3.226, 4.925], [-2.192, 1.235, 0.450], [-1.673, 2.578, 0.035], [-1.870, 2.879, -1.442], [-1.036, 2.014, -2.373], [-1.504, 0.598, -2.372], [-3.209, 1.277, 0.536], [-1.842, 1.102, 1.446], [-0.614, 2.592, 0.298], [-2.171, 3.332, 0.643], [-1.582, 3.919, -1.604], [-2.929, 2.810, -1.711], [0.010, 2.017, -2.065], [-1.089, 2.402, -3.390], [-0.916, 0.019, -3.005], [-2.437, 0.565, -2.786], [-2.913, -4.091, -3.040], [-2.640, -2.977, -2.160], [-2.407, -2.093, -1.467], [-3.802, -4.622, -2.702], [-2.053, -4.762, -3.034], [-3.065, -3.718, -4.053], [3.877, -2.543, -4.884], [2.575, -2.538, -4.234], [1.569, -1.731, -4.549], [1.777, -0.809, -5.493], [0.056, -1.881, -3.766], [4.486, -3.318, -4.429], [4.384, -1.587, -4.749], [3.787, -2.767, -5.949], [2.376, -3.226, -3.528], [2.631, -0.772, -6.026], [0.991, -0.278, -5.821]], "lowdin_spin": [2.07, 0.00, 0.00, -0.01, 0.00, -0.01, 0.00, 0.00, 0.00, 0.00, 0.00, 0.00, 0.00, 0.00, 0.01, -0.09, 0.00, 0.00, 0.00, 0.00, 0.00, 0.00, 0.00, 0.00, 0.00, 0.00, 0.00, 0.00, -0.01, 0.01, 0.00, 0.00, 0.00, 0.00, 0.00, 0.00, 0.00, 0.00, 0.00, 0.00, 0.00, 0.00, 0.00, 0.00, 0.02, 0.00, 0.00, 0.00, 0.00, 0.00, 0.00, 0.00, 0.00, 0.00, 0.00, 0.00, 0.00, 0.00, 0.00, 0.00], "gap_ev": [5.29, 6.03], "multiplicity": 3, "relative_energy_ev": 2.827, "e_lumo_ha": [-0.256, -0.229], "charge": 2, "s2": 2.044}



[3]
{"formula": "C50H45GeN2NiP2", "method": "wB97M-V/def2-TZVPD", "elements": ["Ni", "C", "N", "C", "P", "C", "C", "C", "C", "C", "C", "C", "C", "C", "C", "C", "C", "C", "C", "C", "C", "C", "C", "P", "C", "C", "C", "C", "C", "C", "C", "C", "C", "C", "C", "C", "H", "H", "H", "H", "H", "H", "H", "H", "H", "H", "H", "H", "H", "H", "H", "H", "H", "H", "H", "H", "H", "H", "H", "H", "H", "H", "H", "H", "H", "Ge", "C", "C", "C", "C", "C", "C", "C", "C", "C", "C", "C", "C", "H", "H", "H", "H", "H", "H", "H", "H", "H", "H", "H", "N", "C", "C", "C", "C", "C", "C", "H", "H", "H", "H", "H"], "coordinates": [[-0.181, -0.406, 0.027], [-0.230, 1.280, -2.822], [0.536, 2.442, -2.412], [1.134, 2.484, -1.098], [0.075, 1.700, 0.178], [0.902, 2.167, 1.722], [2.295, 2.167, 1.805], [2.918, 2.563, 2.978], [2.158, 2.935, 4.079], [0.773, 2.906, 4.008], [0.143, 2.531, 2.832], [-1.478, 2.625, 0.095], [-1.476, 4.008, -0.101], [-2.673, 4.698, -0.162], [-3.878, 4.017, -0.021], [-3.883, 2.646, 0.175], [-2.685, 1.948, 0.229], [0.998, 3.335, -3.390], [0.228, 3.585, -4.530], [0.684, 4.455, -5.505], [1.899, 5.108, -5.360], [2.658, 4.876, -4.224], [2.222, 3.993, -3.248], [0.406, -0.262, -2.047], [-0.507, -1.613, -2.829], [-1.902, -1.587, -2.816], [-2.616, -2.654, -3.332], [-1.947, -3.758, -3.847], [-0.561, -3.790, -3.850], [0.162, -2.720, -3.345], [2.138, -0.349, -2.554], [3.057, -0.955, -1.700], [4.396, -1.028, -2.055], [4.822, -0.481, -3.257], [3.911, 0.131, -4.108], [2.571, 0.194, -3.763], [-0.173, 1.167, -3.905], [-1.295, 1.360, -2.566], [1.307, 3.522, -0.807], [2.112, 1.978, -1.050], [2.902, 1.871, 0.958], [3.998, 2.581, 3.032], [2.647, 3.247, 4.992], [0.180, 3.189, 4.867], [-0.939, 2.535, 2.772], [-0.546, 4.551, -0.206], [-2.669, 5.768, -0.318], [-4.812, 4.561, -0.066], [-4.816, 2.109, 0.289], [-2.693, 0.874, 0.378], [-0.744, 3.122, -4.641], [0.073, 4.637, -6.379], [2.246, 5.794, -6.121], [3.609, 5.376, -4.097], [2.851, 3.803, -2.389], [-2.435, -0.745, -2.387], [-3.698, -2.629, -3.328], [-2.508, -4.592, -4.244], [-0.038, -4.650, -4.247], [1.244, -2.746, -3.355], [2.722, -1.369, -0.756], [5.105, -1.506, -1.392], [5.868, -0.530, -3.531], [4.246, 0.562, -5.042], [1.874, 0.676, -4.437], [0.252, -2.101, 1.967], [0.221, -3.982, 1.478], [-0.985, -4.679, 1.454], [-1.015, -6.018, 1.093], [0.160, -6.669, 0.745], [1.364, -5.981, 0.758], [1.393, -4.643, 1.122], [0.564, -1.757, 3.857], [1.504, -0.824, 4.279], [1.709, -0.595, 5.632], [0.970, -1.294, 6.574], [0.030, -2.231, 6.162], [-0.167, -2.463, 4.811], [1.307, -1.332, 1.074], [-1.912, -4.177, 1.710], [-1.956, -6.552, 1.081], [0.137, -7.714, 0.465], [2.282, -6.486, 0.486], [2.342, -4.117, 1.130], [2.085, -0.268, 3.551], [2.450, 0.128, 5.948], [1.129, -1.116, 7.629], [-0.543, -2.784, 6.895], [-0.894, -3.207, 4.503], [-1.224, -1.216, 1.224], [-2.487, -1.160, 1.805], [-2.694, -0.677, 3.102], [-3.977, -0.586, 3.615], [-5.070, -0.984, 2.858], [-4.874, -1.471, 1.572], [-3.597, -1.552, 1.043], [-1.846, -0.358, 3.695], [-4.125, -0.203, 4.617], [-6.069, -0.914, 3.266], [-5.722, -1.789, 0.979], [-3.429, -1.931, 0.042]], "mulliken_charge": [-0.03, -2.34, 0.95, -3.03, 1.92, 0.64, -0.65, -0.74, -0.64, -0.75, -0.42, 0.58, -0.47, -0.82, -0.59, -0.78, -0.12, 0.52, -0.33, -0.77, -0.53, -0.88, -0.14, 1.56, 0.70, -0.49, -0.68, -0.60, -0.82, -0.67, 0.88, -0.59, -0.71, -0.58, -0.76, -0.62, 0.90, 0.37, 1.09, 0.88, 0.35, 0.44, 0.46, 0.45, 0.46, 0.34, 0.46, 0.43, 0.52, -0.19, 0.50, 0.41, 0.41, 0.40, 0.44, 0.34, 0.46, 0.41, 0.45, 0.46, 0.27, 0.46, 0.41, 0.48, 0.40, 0.43, 0.10, -0.01, -0.75, -0.49, -0.66, -0.39, 0.00, -0.18, -0.57, -0.55, -0.66, -0.16, -0.60, 0.34, 0.43, 0.41, 0.42, 0.34, 0.40, 0.43, 0.41, 0.43, 0.42, 1.37, -0.50, 0.02, -1.01, -0.66, -0.76, 0.24, 0.56, 0.44, 0.42, 0.45, 0.45], "gap_ev": [7.05, 7.05], "relative_energy_ev": 0.000, "e_lumo_ha": [-0.120, -0.120], "charge": 1}



[4]
{"formula": "C48H50KN7O2SSbSi", "method": "wB97M-V/def2-TZVPD", "elements": ["K", "C", "C", "C", "C", "C", "C", "N", "Sb", "C", "C", "C", "C", "C", "C", "N", "C", "C", "C", "C", "C", "C", "N", "H", "H", "H", "H", "H", "H", "H", "H", "H", "H", "H", "H", "H", "H", "H", "H", "H", "H", "C", "Si", "C", "C", "C", "C", "C", "C", "N", "C", "S", "H", "H", "H", "H", "H", "H", "H", "H", "H", "H", "H", "H", "N", "C", "N", "C", "C", "C", "C", "C", "C", "H", "H", "H", "H", "H", "H", "C", "C", "C", "C", "C", "C", "N", "C", "C", "C", "C", "C", "C", "C", "O", "O", "C", "C", "H", "H", "H", "H", "H", "H", "H", "H", "H", "H", "H", "H", "H", "H"], "coordinates": [[0.121, -0.604, 1.236], [-1.986, -2.925, -0.726], [-1.292, -4.009, 0.036], [-0.971, -5.213, -0.599], [-0.363, -6.224, 0.119], [-0.089, -6.015, 1.464], [-0.415, -4.781, 2.015], [-0.996, -3.808, 1.323], [0.059, -4.493, 4.099], [1.990, -3.609, 3.680], [3.106, -4.357, 4.039], [4.362, -3.850, 3.744], [4.450, -2.619, 3.124], [3.283, -1.917, 2.812], [3.360, -0.569, 2.177], [2.074, -2.424, 3.084], [-1.118, -2.767, 4.644], [-1.505, -2.653, 5.974], [-2.323, -1.591, 6.332], [-2.749, -0.715, 5.350], [-2.331, -0.910, 4.031], [-2.774, 0.006, 2.934], [-1.514, -1.914, 3.707], [-2.842, -3.322, -1.273], [-1.293, -2.492, -1.451], [-2.326, -2.124, -0.076], [-1.209, -5.348, -1.647], [-0.121, -7.167, -0.356], [0.372, -6.782, 2.073], [2.987, -5.312, 4.535], [5.258, -4.401, 4.007], [5.414, -2.189, 2.883], [4.381, -0.193, 2.169], [2.728, 0.139, 2.708], [3.002, -0.593, 1.147], [-1.174, -3.379, 6.707], [-2.635, -1.458, 7.361], [-3.404, 0.112, 5.592], [-3.790, 0.363, 3.098], [-2.726, -0.491, 1.967], [-2.111, 0.876, 2.888], [1.542, 6.771, 1.660], [2.775, 5.326, 1.655], [4.192, 5.828, 2.822], [3.540, 5.272, -0.067], [1.897, 3.854, 2.452], [1.423, 4.037, 3.740], [0.742, 3.031, 4.423], [0.551, 1.843, 3.751], [0.988, 1.606, 2.517], [1.673, 2.570, 1.844], [2.251, 2.160, 0.294], [2.030, 7.699, 1.352], [1.116, 6.930, 2.653], [0.712, 6.584, 0.973], [4.614, 6.788, 2.515], [4.996, 5.088, 2.806], [3.852, 5.926, 3.857], [3.882, 6.273, -0.358], [2.827, 4.915, -0.805], [4.391, 4.592, -0.091], [1.580, 4.992, 4.237], [0.376, 3.168, 5.432], [0.024, 1.019, 4.232], [2.140, -1.030, -3.060], [1.186, -1.023, -2.084], [1.403, -1.909, -1.158], [2.579, -2.540, -1.511], [3.293, -3.541, -0.857], [4.476, -3.967, -1.430], [4.944, -3.424, -2.634], [4.247, -2.432, -3.299], [3.065, -1.993, -2.717], [2.201, -0.376, -3.819], [0.356, -0.328, -2.080], [2.922, -3.961, 0.070], [5.062, -4.734, -0.939], [5.878, -3.782, -3.049], [4.613, -2.019, -4.232], [-2.955, -0.397, -7.226], [-3.976, 0.183, -6.279], [-5.262, 0.448, -6.739], [-6.221, 0.974, -5.890], [-5.885, 1.279, -4.583], [-4.601, 1.038, -4.101], [-4.310, 1.409, -2.766], [-3.204, 2.211, -2.474], [-2.930, 3.322, -3.280], [-1.874, 4.165, -2.982], [-1.067, 3.920, -1.880], [-1.312, 2.807, -1.092], [-2.369, 1.946, -1.369], [-2.491, 0.659, -0.573], [-3.607, 0.084, -0.507], [-1.431, 0.228, -0.053], [-3.644, 0.442, -4.945], [-2.290, 0.052, -4.413], [-3.319, -0.349, -8.251], [-2.744, -1.443, -6.989], [-2.013, 0.150, -7.169], [-5.512, 0.232, -7.772], [-7.221, 1.172, -6.256], [-6.606, 1.735, -3.916], [-4.441, 0.709, -2.024], [-3.564, 3.510, -4.139], [-1.682, 5.023, -3.617], [-0.232, 4.570, -1.649], [-0.648, 2.568, -0.270], [-1.569, 0.867, -4.537], [-1.909, -0.828, -4.934], [-2.342, -0.183, -3.352]], "mulliken_charge": [1.14, -0.83, 0.71, -0.74, -0.54, -0.82, 0.09, 0.15, 0.77, 0.11, -0.88, -0.53, -0.72, 0.69, -0.62, 0.25, -0.09, -0.75, -0.46, -0.85, 0.55, -0.67, 0.36, 0.54, -0.07, -0.05, 0.44, 0.39, 0.39, 0.40, 0.41, 0.41, 0.37, -0.16, -0.05, 0.38, 0.38, 0.46, 0.53, -0.24, 0.06, -1.11, 0.33, -1.20, -0.91, 0.59, -0.23, -1.32, -0.54, 0.32, -0.16, -0.49, 0.32, 0.33, 0.30, 0.28, 0.33, 0.33, 0.33, 0.22, 0.29, 0.23, 0.43, 0.42, 0.10, -0.97, 0.20, 0.15, -0.37, -0.78, -0.38, -1.09, 0.52, 0.22, 0.51, 0.57, 0.41, 0.37, 0.40, -1.61, 0.96, -0.76, -0.67, -0.87, -0.47, -0.08, -0.11, -0.61, -0.65, -0.58, -0.37, 0.40, -0.16, -0.96, 0.30, 1.20, -0.96, 0.38, 0.34, 0.32, 0.33, 0.37, 0.49, 0.52, 0.43, 0.38, 0.46, 0.51, 0.30, 0.54, -0.21], "gap_ev": 6.17, "relative_energy_ev": 0.000, "e_lumo_ha": 0.077, "charge": -1}



[5]
{"formula": "C17H10BF11N7O4RuS3", "method": "wB97M-V/def2-TZVPD", "elements": ["Ru", "C", "C", "N", "N", "C", "B", "N", "C", "C", "C", "N", "N", "C", "C", "C", "N", "H", "H", "H", "H", "H", "H", "H", "H", "H", "H", "F", "C", "F", "F", "S", "O", "O", "N", "S", "O", "O", "C", "F", "F", "F", "F", "C", "C", "F", "C", "F", "C", "S", "C", "F", "C", "F"], "coordinates": [[0.154, 0.429, 0.541], [-1.452, -3.484, 0.434], [-0.380, -2.612, 0.244], [-0.721, -1.395, 0.654], [-1.990, -1.448, 1.103], [-2.451, -2.700, 0.976], [-2.714, -0.154, 1.538], [-2.774, 0.773, 0.312], [-3.749, 1.584, -0.110], [-3.343, 2.190, -1.282], [-2.067, 1.685, -1.511], [-1.724, 0.825, -0.551], [-1.824, 0.481, 2.636], [-2.118, 1.077, 3.793], [-0.954, 1.588, 4.340], [0.040, 1.271, 3.424], [-0.499, 0.593, 2.408], [-1.485, -4.535, 0.209], [0.599, -2.804, -0.163], [-3.456, -2.936, 1.286], [-3.802, -0.393, 1.976], [-4.674, 1.655, 0.438], [-3.895, 2.886, -1.889], [-1.390, 1.885, -2.325], [-3.132, 1.077, 4.159], [-0.839, 2.110, 5.273], [1.095, 1.479, 3.433], [0.840, 5.000, 2.648], [1.304, 4.618, 1.462], [1.995, 5.611, 0.919], [2.118, 3.572, 1.643], [-0.123, 4.141, 0.390], [-0.521, 2.849, 0.906], [-1.030, 5.232, 0.491], [0.459, 4.064, -1.079], [1.175, 2.832, -1.722], [0.699, 2.540, -3.033], [1.368, 1.690, -0.815], [2.899, 3.440, -1.961], [2.883, 4.609, -2.581], [3.571, 2.558, -2.694], [3.505, 3.577, -0.782], [6.997, 2.445, 0.110], [5.876, 1.760, 0.304], [5.148, 1.936, 1.466], [5.574, 2.787, 2.398], [3.979, 1.222, 1.653], [3.325, 1.403, 2.805], [3.496, 0.334, 0.703], [2.065, -0.661, 0.970], [4.248, 0.186, -0.458], [3.836, -0.640, -1.418], [5.426, 0.878, -0.662], [6.120, 0.719, -1.787]], "lowdin_spin": [0.74, 0.00, 0.00, -0.01, 0.00, 0.00, 0.00, 0.00, 0.00, 0.00, 0.00, 0.02, 0.00, 0.01, 0.00, 0.01, 0.00, 0.00, 0.00, 0.00, 0.00, 0.00, 0.00, 0.00, 0.00, 0.00, 0.00, 0.00, 0.00, 0.00, 0.00, 0.00, 0.01, 0.00, 0.00, 0.00, 0.00, 0.00, 0.00, 0.00, 0.00, 0.00, 0.00, 0.00, 0.00, 0.00, 0.01, 0.00, 0.02, 0.16, 0.01, 0.00, 0.00, 0.00], "gap_ev": [8.14, 7.56], "multiplicity": 2, "relative_energy_ev": 0.836, "e_lumo_ha": [-0.028, -0.063], "s2": 0.758}



[6]
{"formula": "CH3N3O", "method": "wB97M-V/def2-TZVPD", "elements": ["C", "N", "N", "N", "O", "H", "H", "H"], "coordinates": [[-3.327, -0.212, -0.172], [-3.918, 0.709, 0.105], [0.557, -0.026, -0.364], [-0.259, -0.866, 0.363], [-1.236, -1.390, -0.200], [0.195, 0.085, -1.263], [0.712, 0.867, -0.020], [0.386, -1.516, 1.022]], "mulliken_charge": [0.06, -0.31, -0.42, 0.20, -0.38, 0.27, 0.25, 0.32], "gap_ev": [9.94, 6.66], "relative_energy_ev": 7.155, "e_lumo_ha": [-0.042, -0.096]}